Entry 1:
C6H8OS | ωB97M-V with the def2-TZVPD basis set

Last column: Löwdin charge in e.
CARTESIAN COORDINATES (ANGSTROEM)
O1 -1.596 2.655 1.089  0.036
C1 -0.891 1.752 1.493  -0.272
C2 -0.621 0.385 0.839  -0.515
S1 -1.907 0.128 -0.518  0.885
C3 -0.721 -0.852 -1.531  -0.424
C4 0.405 -1.100 -0.511  -0.276
C5 1.795 -0.566 -0.153  -0.032
C6 0.616 0.337 0.091  -0.278
H1 -0.272 1.768 2.448  0.136
H2 -0.945 -0.305 1.598  0.105
H3 -0.283 -0.254 -2.393  0.100
H4 -1.174 -1.815 -1.843  0.073
H5 0.177 -1.822 0.309  0.141
H6 2.569 -0.250 -0.834  0.108
H7 2.152 -1.159 0.602  0.069
H8 0.696 1.100 -0.686  0.145

Results
energy above the lowest of the compared OMol25 structures with the same formula, charge and spin	346.15	kJ/mol
SMILES	O=C[C@H]1SC[C@H]2C[C@@H]21
Kohn-Sham gap	9.538	eV
highest occupied orbital energy	-0.3187	Ha
multiplicity	1
F_max	4.05	eV/Å
charge	0

Entry 2:
C6H8OSe | ωB97M-V with the def2-TZVPD basis set

Last column: Löwdin charge in e.
CARTESIAN COORDINATES (ANGSTROEM)
Se1 -2.818 -1.128 0.243  0.903
C1 -1.915 0.493 0.068  -0.693
C2 -0.801 0.823 -0.673  -0.150
C3 -0.572 2.150 -0.518  -0.094
C4 -1.516 2.581 0.380  -0.121
O1 -2.361 1.579 0.785  -0.028
H1 -1.607 -1.926 0.001  -0.158
H2 -0.111 0.270 -1.271  0.091
H3 0.270 2.749 -0.956  0.133
H4 -1.824 3.577 0.639  0.115
C5 1.627 -1.951 -0.075  -0.101
C6 2.756 -1.764 0.545  -0.099
H5 1.075 -2.911 -0.146  0.061
H6 1.028 -1.133 -0.468  0.008
H7 3.446 -2.602 0.941  0.078
H8 3.322 -0.806 0.504  0.056

Results
energy above the lowest of the compared OMol25 structures with the same formula, charge and spin	0.00	kJ/mol
SMILES	[SeH]c1ccco1.C=C
Kohn-Sham gap	8.705	eV
highest occupied orbital energy	-0.2945	Ha
multiplicity	1
F_max	3.81	eV/Å
charge	0

Entry 3:
C6H8S | ωB97M-V with the def2-TZVPD basis set

Last column: Löwdin charge in e.
CARTESIAN COORDINATES (ANGSTROEM)
C1 1.641 0.955 0.239  -0.048
C2 0.153 0.450 0.369  -0.358
C3 -0.317 -0.796 -0.429  -0.137
C4 -1.474 -1.489 -0.049  -0.236
C5 -2.578 -0.844 0.303  -0.465
S1 -2.614 0.861 0.046  0.880
C6 -0.900 0.945 -0.639  -0.331
H1 1.688 1.550 1.084  0.043
H2 1.951 1.334 -0.731  0.075
H3 2.264 0.080 0.373  0.069
H4 -0.009 0.333 1.442  0.131
H5 0.313 -1.223 -1.142  0.100
H6 -1.384 -2.512 0.131  0.091
H7 -3.459 -1.341 0.817  0.095
H8 -0.488 1.596 -1.432  0.093

Results
energy above the lowest of the compared OMol25 structures with the same formula, charge and spin	214.68	kJ/mol
SMILES	C[C@@H]1[C@H]2C=CS[C@@H]12
Kohn-Sham gap	8.952	eV
highest occupied orbital energy	-0.2909	Ha
multiplicity	1
F_max	4.86	eV/Å
charge	0

Entry 4:
C6H8S | ωB97M-V with the def2-TZVPD basis set

Last column: Löwdin charge in e.
CARTESIAN COORDINATES (ANGSTROEM)
C1 -1.314 2.264 -0.824  -0.097
C2 -0.474 1.025 -0.394  -0.312
C3 0.123 0.997 0.807  -0.299
S1 1.163 -0.594 1.350  0.777
C4 -0.115 -1.128 -0.001  -0.648
C5 -0.340 -1.851 -1.231  -0.030
C6 -0.125 -0.333 -1.102  -0.259
H1 -2.573 2.262 -0.550  0.135
H2 -1.215 2.598 -1.999  0.110
H3 -0.952 3.114 -0.183  0.049
H4 0.339 1.916 1.431  0.086
H5 -0.956 -1.418 0.777  0.148
H6 0.400 -2.189 -1.973  0.116
H7 -1.142 -2.447 -1.148  0.057
H8 0.957 -0.177 -1.480  0.167

Results
energy above the lowest of the compared OMol25 structures with the same formula, charge and spin	566.49	kJ/mol
SMILES	CC1=CS[C@@H]2C[C@@H]12
Kohn-Sham gap	9.329	eV
highest occupied orbital energy	-0.3113	Ha
multiplicity	1
F_max	8.86	eV/Å
charge	0

| no. | LUMO (eV) |
| --- | --- |
| 1 | 0.87 |
| 2 | 0.69 |
| 3 | 1.04 |
| 4 | 0.86 |